Density functional theory data (ωB97M-V with the def2-TZVPD basis set) for a molecular structure, C17H39O2P3Ru at a distorted geometry.

Properties
ΔE to the lowest compared entry with this formula, charge and spin = 1.4835 eV
spin multiplicity = 5
HOMO-LUMO gap (alpha / beta) = 7.934 / 5.935 eV
net charge = +4
highest occupied orbital energy (alpha / beta) = -21.32 / -22.29 eV
strongest force on any atom = 0.074 hartree/bohr
LUMO (alpha / beta) = -13.3858 / -16.3580 eV

```
62
Properties=species:S:1:pos:R:3:forces:R:3
Ru -0.087450 0.139549 0.986821 -2.259 1.183 -0.564
P -0.811027 -2.026282 0.553158 -1.193 -2.763 -0.894
P 1.284841 1.889594 0.716656 2.442 2.926 -0.160
P 1.276242 -0.655853 2.646134 1.801 -1.437 2.018
O -1.384124 1.145400 -0.764048 0.416 -0.917 -1.052
O -1.664213 0.852488 2.519628 0.418 0.197 -0.354
C -2.623732 -0.497008 -3.656572 -1.136 1.187 -0.028
C 2.623075 -1.710169 1.981181 -0.279 0.198 -0.501
C 1.007092 3.065256 -0.641552 -0.551 -0.397 -0.519
C -1.330370 0.675421 -1.977449 0.385 -0.064 1.795
C -2.038258 2.590040 -4.268599 -2.998 0.939 1.228
C -0.106666 0.177004 -2.568643 0.491 -0.735 -0.295
C -2.253903 -2.117235 -0.566274 -0.069 1.047 -0.251
C 2.193355 0.452808 3.799811 -0.335 0.726 -0.368
C -1.092881 2.106631 -5.091944 1.758 -1.129 -2.042
C -1.457506 -1.161982 -4.059497 0.489 -0.294 -0.534
C 0.361185 -3.149748 -0.245381 0.534 0.005 -0.094
C -0.196782 -0.804243 -3.552119 0.589 0.284 0.433
C 3.078762 1.600652 0.548577 -0.081 -0.403 -0.037
C -1.542594 -2.957342 1.948127 0.165 0.378 0.615
C -2.568691 0.465928 -2.667346 0.195 0.172 0.276
C 1.109222 3.078896 2.122128 -0.576 -0.363 0.242
C 0.496414 -1.745746 3.915131 -0.437 0.172 -0.221
H -1.361208 1.234553 -5.697564 0.342 0.264 0.033
H -0.096449 2.538648 -5.238094 -0.335 0.028 0.079
H 0.336038 3.807034 1.843736 0.176 -0.158 0.115
H -1.893446 3.319580 -3.467800 0.178 -0.242 -0.110
H -2.339225 1.521923 2.277374 0.249 -0.374 0.180
H -0.791036 -3.478187 2.548138 -0.255 0.135 -0.194
H 3.232559 0.758085 -0.143195 0.176 0.306 0.164
H -2.075605 -2.232557 2.576539 -0.076 -0.371 0.000
H -1.933914 -2.171580 -1.615197 -0.086 0.046 0.358
H -0.071894 3.265295 -0.705767 0.377 0.173 -0.043
H 3.547194 1.372557 1.515794 -0.020 0.066 -0.438
H 0.636287 -3.967897 0.433781 0.026 0.197 -0.245
H 1.565500 3.995941 -0.437529 -0.202 -0.440 0.006
H -3.375851 1.025919 -2.195171 -0.403 -0.483 -0.481
H 1.353750 2.636469 -1.593174 -0.055 0.242 0.221
H 3.528273 2.511334 0.116526 -0.122 -0.365 0.257
H 2.221163 -2.667596 1.619711 0.227 0.326 0.163
H 2.627596 1.337967 3.321842 -0.053 -0.328 0.279
H 2.062933 3.603577 2.269057 -0.140 -0.147 -0.108
H 0.882513 0.514547 -2.195312 -0.787 -0.268 -0.382
H -1.522291 -1.916950 -4.840208 -0.002 0.015 0.150
H 1.505818 0.779414 4.593715 0.244 -0.016 -0.180
H -3.100364 2.308471 -4.476307 0.817 0.509 0.071
H 0.815415 2.592240 3.059174 0.129 0.280 -0.193
H -0.588973 -1.596708 3.952914 0.289 -0.120 0.150
H -3.566919 -0.695277 -4.174284 0.221 -0.146 0.306
H -2.264396 -3.692160 1.571913 0.257 0.204 -0.086
H 0.566174 -0.028099 -0.497061 0.110 -0.369 1.546
H -1.372987 1.060139 3.427199 -0.344 -0.003 -0.225
H -2.905100 -2.972824 -0.337567 0.375 0.248 0.004
H 3.313616 -1.877336 2.821839 -0.166 -0.030 -0.325
H 0.905085 -1.492776 4.899974 0.047 -0.024 -0.255
H 1.252500 -2.588381 -0.547213 -0.027 -0.350 -0.002
H -2.805538 -1.183816 -0.402164 -0.329 -0.314 -0.230
H 3.001588 -0.137086 4.255550 -0.305 0.018 -0.145
H 0.692769 -1.336429 -3.928093 -0.423 0.524 0.163
H 3.133724 -1.188747 1.159265 0.045 -0.303 0.303
H 0.717032 -2.797206 3.693214 -0.049 0.330 0.106
H -0.104300 -3.576132 -1.143498 0.122 0.030 0.295
```
Positions in Å, forces in eV/Å.

Löwdin atomic charge list, values in e, 4 entries: 0.71 0.76 0.71 0.74